Record 1
ORCA calculation (ωB97M-V with the def2-TZVPD basis set) on a molecular structure, C20H34N2O5RhS2.

Last column: natural (NBO) charge in e.
Cartesian coordinates (Å):
1 Rh 0.1296 -0.5340 -1.2368  1.474
2 C -4.4544 1.9334 -1.7609  -0.432
3 N -3.1825 1.5771 -2.4077  -0.311
4 C -2.9427 2.1469 -3.7439  -0.426
5 C -2.3171 0.7768 -1.8510  0.655
6 O -1.2532 0.4094 -2.4495  -0.660
7 C -2.6452 0.2043 -0.4685  -0.151
8 O -1.4168 -0.3307 0.0616  -0.521
9 C -1.4618 -1.3684 1.0539  -0.163
10 C -0.0625 -1.9957 1.1313  0.664
11 O 0.8112 -1.7370 0.2211  -0.662
12 N 0.2160 -2.8093 2.1067  -0.317
13 C -0.7442 -3.2029 3.1450  -0.420
14 C 1.5354 -3.4494 2.2238  -0.429
15 H -4.3038 2.7160 -1.0173  0.230
16 H -5.1247 2.3123 -2.5265  0.262
17 H -4.9270 1.0631 -1.3096  0.221
18 H -2.9438 3.2328 -3.6644  0.239
19 H -1.9916 1.7999 -4.1276  0.248
20 H -3.7464 1.8338 -4.4076  0.242
21 H -3.0290 0.9517 0.2252  0.244
22 H -3.3772 -0.6012 -0.5819  0.240
23 H -1.7632 -0.9289 2.0059  0.252
24 H -2.1811 -2.1372 0.7534  0.243
25 H -1.7404 -2.8219 2.9453  0.217
26 H -0.7915 -4.2901 3.1763  0.254
27 H -0.3997 -2.8365 4.1112  0.239
28 H 2.2074 -3.0704 1.4643  0.244
29 H 1.9331 -3.2393 3.2156  0.238
30 H 1.4154 -4.5260 2.1129  0.246
31 O 1.4255 -0.8654 -2.6524  -0.879
32 S 2.9894 -0.9474 -2.4815  1.165
33 C 3.4146 -2.4567 -3.4070  -0.558
34 C 4.3649 -2.0159 -4.5175  -0.420
35 C 3.8465 -0.6681 -5.0098  -0.419
36 C 3.6238 0.1743 -3.7578  -0.567
37 H 2.4558 -2.8014 -3.7977  0.263
38 H 3.8207 -3.1901 -2.7139  0.267
39 H 4.3811 -2.7683 -5.3047  0.271
40 H 5.3823 -1.9222 -4.1340  0.232
41 H 2.9087 -0.7884 -5.5541  0.230
42 H 4.5566 -0.1758 -5.6721  0.267
43 H 2.8949 0.9791 -3.8485  0.270
44 H 4.5549 0.5782 -3.3554  0.259
45 C -2.3246 1.8200 5.3779  -0.655
46 C -1.3824 1.6098 4.2342  0.071
47 C -1.5244 2.3315 3.0400  -0.202
48 C -0.6242 2.1860 2.0019  -0.220
49 C 0.4300 1.2863 2.1472  -0.269
50 C 0.5869 0.5416 3.3146  -0.220
51 C -0.3176 0.7121 4.3500  -0.209
52 S 1.6581 1.0728 0.9127  1.227
53 C 2.3956 2.6935 0.7871  -0.778
54 O 0.8917 1.0840 -0.4809  -0.814
55 H -3.1812 2.4256 5.0914  0.239
56 H -1.8078 2.3320 6.1922  0.265
57 H -2.6820 0.8696 5.7748  0.245
58 H -2.3365 3.0419 2.9484  0.244
59 H -0.7299 2.7702 1.0952  0.234
60 H 1.4278 -0.1345 3.4251  0.237
61 H -0.1834 0.1639 5.2745  0.246
62 H 1.6253 3.4263 0.5571  0.264
63 H 3.1547 2.6535 0.0092  0.270
64 H 2.8560 2.9033 1.7531  0.281

Values from the calculation:
ΔE to the lowest compared entry with this formula, charge and spin: 0.0 kJ/mol
Strongest force on any atom: 0.93 eV Å⁻¹
Calculated total energy: -2174.137792 Eh
Total charge: +3

Record 2
ORCA calculation (ωB97M-V with the def2-TZVPD basis set) on a single C20H34N6O2 molecule.

Last column: natural (NBO) charge in e.
Cartesian coordinates (Å):
1 C -3.2004 5.4028 4.1847  -0.627
2 C -3.1737 3.9093 4.0461  0.012
3 C -4.2820 3.1738 4.0472  -0.193
4 C -4.3124 1.6805 3.8809  -0.433
5 C -2.9853 1.1476 3.3428  -0.295
6 C -2.9132 -0.3613 3.4970  0.706
7 O -3.1109 -0.8608 4.5939  -0.644
8 N -2.5766 -1.1306 2.4153  -0.443
9 C -2.3421 -2.5488 2.6180  -0.418
10 C -2.3337 -0.6554 1.0631  -0.213
11 C -0.8558 -0.3576 0.7495  -0.430
12 C -0.5237 1.1278 0.5811  -0.039
13 C -1.1941 1.7500 -0.6335  -0.621
14 N 0.9177 1.3048 0.4589  -0.618
15 C 1.7268 1.3206 1.5545  0.656
16 O 1.3026 1.1855 2.6846  -0.600
17 C 3.1725 1.4903 1.2474  -0.052
18 C 3.8809 1.0961 0.1393  -0.065
19 N 5.1475 1.4629 0.4104  -0.169
20 C 6.3566 1.2843 -0.3755  -0.223
21 C 6.6205 -0.1757 -0.7062  -0.231
22 N 5.6779 -0.7240 -1.6709  -0.447
23 C 5.6734 -2.1773 -1.6176  -0.411
24 C 5.9644 -0.2695 -3.0217  -0.419
25 N 5.2186 2.0573 1.6114  -0.056
26 N 4.0360 2.0675 2.1237  -0.194
27 C -1.8271 1.7751 4.1267  -0.403
28 C -1.8097 3.2816 3.9109  -0.435
29 H -2.6951 5.8798 3.3400  0.209
30 H -4.2201 5.7841 4.2344  0.212
31 H -2.6687 5.7178 5.0864  0.212
32 H -5.2401 3.6703 4.1733  0.196
33 H -4.5256 1.1903 4.8348  0.236
34 H -5.1279 1.4050 3.2044  0.206
35 H -2.8916 1.4570 2.3014  0.194
36 H -2.5089 -2.7842 3.6635  0.252
37 H -3.0229 -3.1381 1.9984  0.188
38 H -1.3150 -2.8107 2.3497  0.189
39 H -2.6924 -1.4421 0.3960  0.203
40 H -2.9636 0.2071 0.8584  0.206
41 H -0.2386 -0.7556 1.5570  0.236
42 H -0.5540 -0.8689 -0.1702  0.199
43 H -0.8282 1.6620 1.4841  0.216
44 H -2.2788 1.6731 -0.5706  0.219
45 H -0.9407 2.8078 -0.7145  0.220
46 H -0.8784 1.2438 -1.5504  0.201
47 H 1.3027 1.5604 -0.4341  0.396
48 H 3.6306 0.5616 -0.7597  0.247
49 H 6.2918 1.8961 -1.2757  0.205
50 H 7.1612 1.6807 0.2406  0.242
51 H 7.6603 -0.2733 -1.0603  0.179
52 H 6.5395 -0.7500 0.2187  0.214
53 H 4.9398 -2.5674 -2.3227  0.203
54 H 6.6549 -2.6092 -1.8705  0.167
55 H 5.3983 -2.5103 -0.6171  0.206
56 H 5.2273 -0.6836 -3.7092  0.206
57 H 5.9060 0.8165 -3.0889  0.196
58 H 6.9658 -0.5811 -3.3603  0.169
59 H -1.9781 1.5452 5.1841  0.219
60 H -0.8701 1.3400 3.8321  0.242
61 H -1.4057 3.5194 2.9172  0.200
62 H -1.1213 3.7502 4.6199  0.220

Values from the calculation:
SMILES: CC1=CC[C@H](C(=O)N(C)CC[C@H](C)NC(=O)c2cn(CCN(C)C)nn2)CC1
ΔE to the lowest compared entry with this formula, charge and spin: 110.0 kJ/mol
Strongest force on any atom: 0.08 eV Å⁻¹
Calculated total energy: -1261.502229 Eh